Entry from the OMol25 dataset: one molecule with the formula C12H16N2O3 (the ωB97M-V functional and the def2-TZVPD basis).

Geometry (Å):
1 O -1.87377 -0.62245 2.88563
2 O -0.01947 0.32958 3.45332
3 O -1.67246 2.37271 -0.42792
4 N -0.48418 0.72267 0.51309
5 N -3.89721 0.99444 -0.61391
6 C -0.18349 -0.46230 1.17392
7 C 1.39820 -0.57022 1.32561
8 C 2.14058 -0.68884 -0.00778
9 C -0.64750 -0.28751 2.66294
10 C -1.49863 1.18336 -0.21599
11 C -2.24039 0.02554 -2.23038
12 C 2.53243 -1.88125 -2.10452
13 C 1.89626 -1.79813 -0.82662
14 C 3.35707 0.36892 -1.92354
15 C 2.93038 0.37958 -0.51205
16 C 3.19785 -0.81469 -2.67379
17 C -2.62473 0.25798 -0.73003
18 H 3.46846 -0.84570 -3.71140
19 H -2.93371 -0.62761 -2.93492
20 H -1.24941 -0.47837 -2.23209
21 H -0.74784 -1.33508 0.81171
22 H -4.52615 0.64533 -1.26160
23 H 1.69032 0.33585 1.75926
24 H 2.15300 -2.65751 -2.68133
25 H -2.13811 0.98856 -2.57518
26 H 4.06527 1.21794 -2.24769
27 H -1.98697 -0.18275 3.71469
28 H 3.26557 1.25449 0.02959
29 H -2.85009 -0.65002 -0.14708
30 H -3.70135 1.97254 -0.83772
31 H 1.64151 -1.43046 2.03969
32 H 0.06636 1.56607 0.58889
33 H 1.43023 -2.70637 -0.52395

Results
structure (SMILES) = C[C@H](N)C(=O)N[C@@H](Cc1ccccc1)C(=O)O
energy relative to the best compared isomer or geometry (same formula, charge and spin) = 52.6 kcal/mol
molar mass = 236.271 g/mol

***

Entry from the OMol25 dataset: C12H16N2O4 as an isolated structure (the ωB97M-V functional and the def2-TZVPD basis).

Geometry (Å):
1 O 3.67381 -2.67897 -0.29956
2 O 1.59165 -2.21777 -1.28448
3 O -3.71790 -2.87005 0.64371
4 O 2.18193 1.85456 -0.12105
5 N 0.20939 3.70917 -0.01019
6 N 1.27507 -0.02628 0.34800
7 C 1.11744 1.35888 0.13904
8 C 2.60554 -1.82468 -0.60985
9 C -3.29237 -1.63611 0.24949
10 C -2.82549 0.75971 0.30819
11 C -0.07433 2.22114 0.06363
12 C -1.11303 1.82918 -1.00293
13 C -1.64982 -0.54761 -1.31170
14 C -2.42866 -1.69592 -0.89418
15 C 2.72028 -0.49676 0.15030
16 C -1.89453 0.57018 -0.60759
17 C 3.38539 -0.94582 1.58612
18 C -3.59029 -0.40392 0.80603
19 H -1.92013 2.65987 -0.68244
20 H -0.52867 2.11488 -1.85694
21 H 0.38702 -0.59588 -0.27376
22 H 3.24087 -0.03273 2.15874
23 H 2.77397 -1.78572 2.08177
24 H 4.48264 -1.30419 1.27081
25 H -2.71715 1.54000 0.93912
26 H -0.26056 1.75298 1.19229
27 H 1.35590 4.06824 0.19603
28 H -0.96503 -0.42158 -2.11725
29 H -4.93926 -2.57182 0.94203
30 H 0.16350 3.97845 -1.08896
31 H 3.43258 0.02021 -0.64073
32 H -2.04303 -2.58472 -1.33731
33 H -4.08148 -0.35507 1.89556
34 H 3.44477 -3.44183 -0.83192

Results
energy relative to the best compared isomer or geometry (same formula, charge and spin) = 198.8 kcal/mol
molar mass = 252.270 g/mol

***

Entry from the OMol25 dataset: one molecule with the formula C12H16N4O3S (the ωB97M-V functional and the def2-TZVPD basis).

Geometry (Å):
1 S -0.09095 -2.03513 -1.26525
2 O -2.83123 -1.76307 0.88019
3 O -3.90989 -0.84666 4.14828
4 O -4.06089 -2.87063 3.17521
5 N 1.13290 1.59805 -1.49963
6 N 2.04018 -0.35078 -1.14190
7 N 2.98640 -1.32533 -0.85458
8 N 0.14872 0.68125 -1.54513
9 C 2.26169 0.99967 -1.25609
10 C -2.25613 -0.93074 -0.00135
11 C -3.09252 -1.04793 1.99567
12 C -2.13318 0.32815 0.53278
13 C 4.26095 1.73509 -2.54170
14 C -4.52603 -1.38801 5.30804
15 C 3.54985 2.77206 -3.40018
16 C -2.67701 0.25334 1.82657
17 C -3.73198 -1.71222 3.13243
18 C 0.69148 -0.48477 -1.33406
19 C -1.83514 -1.46221 -1.31311
20 C 3.60894 1.60367 -1.15718
21 H -5.52076 -1.76883 5.06736
22 H 3.96832 2.79003 -4.40366
23 H 4.24312 0.76370 -3.04163
24 H 2.58905 -2.00232 -0.20591
25 H 3.26063 -1.82009 -1.70246
26 H 5.30612 2.02010 -2.40798
27 H -4.59100 -0.57294 6.02389
28 H -1.87499 -0.69376 -2.08203
29 H 3.51642 2.59197 -0.70692
30 H 2.48832 2.54679 -3.46477
31 H -3.92574 -2.20670 5.71044
32 H -1.69975 1.17627 0.04333
33 H 4.22101 0.96414 -0.51840
34 H -2.41398 -2.34320 -1.58520
35 H -2.75978 1.03932 2.54798
36 H 3.65687 3.76172 -2.96304

Results
structure (SMILES) = CCCc1nnc(SCc2ccc(C(=O)OC)o2)n1N
energy relative to the best compared isomer or geometry (same formula, charge and spin) = 45.1 kcal/mol
molar mass = 296.352 g/mol

***

Entry from the OMol25 dataset: one molecule with the formula C12H16NOP (the ωB97M-V functional and the def2-TZVPD basis).

Geometry (Å):
1 P -1.20092 -3.00086 1.95312
2 O 2.07370 -1.71752 -0.02344
3 N 1.69825 0.43289 1.26041
4 C -1.04561 1.08821 -1.17826
5 C 1.18791 2.38293 0.12794
6 C 0.78113 -2.21864 0.20738
7 C -0.22285 -1.05087 -0.24177
8 C 0.62097 -3.04800 1.64824
9 C 1.02279 0.98125 0.31892
10 C 0.53019 4.54742 -0.94401
11 C 0.27990 3.06979 -0.67247
12 C -1.61532 -1.69118 -0.63138
13 C -1.71341 -3.04756 0.06282
14 C -0.10425 0.27808 -0.43699
15 C -0.85951 2.37856 -1.24236
16 H -1.65914 -1.71268 -1.73436
17 H 2.29809 -1.01341 0.54522
18 H 0.67119 -2.95803 -0.64063
19 H 1.05616 -4.03575 1.68497
20 H -1.77033 0.60598 -1.85267
21 H 1.02793 -2.35988 2.54219
22 H 1.98808 3.04885 0.53694
23 H 2.41793 1.16930 1.67154
24 H -0.36975 5.07353 -1.02750
25 H -2.83061 -3.40921 0.03301
26 H -2.42868 -1.03464 -0.17421
27 H -1.09214 -3.85030 -0.26325
28 H -1.67111 2.91478 -1.82289
29 H 0.95172 5.02887 -0.07460
30 H 1.18113 4.67450 -1.82230
31 H -1.20342 -1.52639 2.19039

Results
structure (SMILES) = [H]/N=C1\C=C(C)C=C\C1=C1/CCPC[C@@H]1O
energy relative to the best compared isomer or geometry (same formula, charge and spin) = 89.7 kcal/mol
molar mass = 221.240 g/mol

***

Entry from the OMol25 dataset: one molecule with the formula C12H16O2 (the ωB97M-V functional and the def2-TZVPD basis).

Geometry (Å):
1 O 0.74937 0.67952 -1.75095
2 O -1.32065 1.60303 3.27181
3 C -0.85221 0.02617 0.09257
4 C 1.11592 1.51172 0.52629
5 C -1.24803 0.43482 1.36639
6 C 0.37853 0.68090 -0.28209
7 C -1.48056 -2.25420 -0.63904
8 C 1.62107 -0.31549 -1.93259
9 C -1.25194 -3.04375 -1.67725
10 C -0.52128 2.20019 4.33251
11 C -1.59391 -0.72107 -0.89785
12 C 0.63027 1.93167 1.76443
13 C -0.60493 1.32825 2.15545
14 C 1.86533 -0.79372 -3.36168
15 H 1.12288 -1.55811 -3.56791
16 H -0.11013 3.17784 3.74311
17 H -1.02778 -2.46422 0.39594
18 H -2.30871 0.37787 1.88475
19 H -1.48488 -2.93059 -2.73231
20 H -0.76357 -4.07961 -1.58078
21 H -1.31834 -0.48494 -1.91736
22 H 1.85738 0.04781 -4.08714
23 H 1.26437 -1.35187 -1.45374
24 H 1.95365 2.07987 0.17169
25 H 2.70175 -0.35807 -1.48995
26 H -1.17595 2.59848 5.15637
27 H 1.37161 2.48075 2.44610
28 H 2.78753 -1.39114 -3.53287
29 H 0.29934 1.25583 4.35710
30 H -2.65612 -0.66798 -0.76099

Results
structure (SMILES) = C=CCc1cc(OC)ccc1OCC
energy relative to the best compared isomer or geometry (same formula, charge and spin) = 122.4 kcal/mol
molar mass = 192.258 g/mol

***

Entry from the OMol25 dataset: C12H17AsBrNOS4W as an isolated structure (the ωB97M-V functional and the def2-TZVPD basis).

Geometry (Å):
1 W -0.59483 -0.25455 0.12322
2 Br 1.72662 -2.66644 0.83323
3 As -2.23825 2.55865 -0.66490
4 S -1.76345 1.61990 1.20529
5 S -1.13562 1.15740 -1.83989
6 S -3.23448 4.17479 -1.20326
7 S -2.02549 -1.75532 0.16786
8 O 0.23908 -1.29066 -1.67396
9 N 1.62512 0.01046 0.20441
10 C 2.47169 -0.97449 0.52259
11 C 3.83301 -0.77331 0.64802
12 C -1.10719 0.52952 5.39516
13 C -0.11013 -0.20429 3.31859
14 C 0.14674 -1.65982 5.25089
15 C 1.40275 0.53067 5.09034
16 C 1.22497 -0.96222 -2.70367
17 C 4.32815 0.50592 0.45185
18 C 3.45310 1.54134 0.14187
19 C -0.30057 -0.22042 2.11071
20 C 2.11270 1.25711 0.02899
21 C 0.09320 -0.20164 4.76068
22 H -0.27894 -2.05772 -1.95030
23 H -1.16664 1.56357 5.05534
24 H -0.77736 -2.18845 5.01952
25 H 4.47979 -1.60063 0.90169
26 H 2.25980 0.02563 4.64335
27 H -2.04481 0.02403 5.16629
28 H 5.38960 0.69342 0.54678
29 H 0.28013 -1.65834 6.33253
30 H 3.80347 2.55199 -0.00907
31 H 1.54018 0.53839 6.17137
32 H 1.72419 -0.04944 -2.39794
33 H 1.39087 2.02827 -0.21155
34 H 0.71360 -0.80885 -3.65035
35 H 0.98381 -2.19661 4.80409
36 H -0.97304 0.53262 6.47682
37 H 1.37685 1.56345 4.74244
38 H 1.93654 -1.78137 -2.77048

Results
energy relative to the best compared isomer or geometry (same formula, charge and spin) = 0.0 kcal/mol
total charge = +2
molar mass = 658.208 g/mol

***

Entry from the OMol25 dataset: C12H17AuCl2O2PS3 as an isolated structure (the ωB97M-V functional and the def2-TZVPD basis).

Geometry (Å):
1 Au 0.36845 0.76123 -0.60425
2 Cl -1.81500 -1.38489 -0.50441
3 Cl -3.70303 3.44554 -2.25749
4 S 1.99472 -0.84976 -0.98335
5 S 5.09651 -0.18155 0.25614
6 S -1.63636 1.94505 -0.40588
7 P 3.93422 -0.30347 -1.29672
8 O 4.00671 1.08250 -2.08291
9 O 4.50124 -1.29818 -2.44123
10 C 4.99156 1.12951 -4.31162
11 C -3.63636 -1.03815 -2.40523
12 C -4.48623 1.06101 -3.15737
13 C -4.48627 -0.32103 -3.22704
14 C -2.70749 1.02959 -1.45833
15 C 2.50551 0.77282 -4.02728
16 C 3.76158 1.41759 -3.46646
17 C -2.78661 -0.37799 -1.53210
18 C -3.62395 1.70809 -2.28930
19 C 4.51143 -2.74024 -2.52924
20 C 3.32972 -3.22361 -3.35642
21 C 4.61221 -3.44175 -1.18429
22 H 3.61864 2.49622 -3.42449
23 H 4.86017 1.55654 -5.30912
24 H -3.63152 -2.12014 -2.42281
25 H -5.15161 1.64797 -3.77753
26 H 3.72818 -3.24394 -0.57678
27 H 2.61196 -0.31286 -4.04581
28 H 5.42561 -2.93842 -3.09078
29 H 2.33573 1.12995 -5.04593
30 H 3.44556 -4.29138 -3.56546
31 H 1.63836 1.01477 -3.41535
32 H 5.14796 0.05568 -4.39951
33 H 5.48728 -3.10467 -0.63134
34 H 2.39495 -3.06555 -2.81845
35 H 5.87709 1.56968 -3.85016
36 H 3.28395 -2.68569 -4.30569
37 H -5.14616 -0.83494 -3.91565
38 H 4.68288 -4.51902 -1.35756

Results
total charge = -1
molar mass = 588.314 g/mol

***

| no. | gap between HOMO and LUMO (eV) | E (eV) |
| --- | --- | --- |
| 1 | 9.77 | -21825.2645 |
| 2 | 8.79 | -23866.6064 |
| 3 | 8.88 | -35640.4806 |
| 4 | 7.60 | -25526.1180 |
| 5 | 9.35 | -16793.1118 |
| 6 | 6.89 | -192288.9213 |
| 7 | 7.53 | -87352.9917 |